[1]
{
  "formula": "C50H36N7O3S4SeY",
  "method": "ωB97M-V/def2-TZVPD",
  "e_lumo_ha": [-0.0451, -0.0451],
  "homo_energy_ev": [-7.05, -7.29],
  "gap_ev": [5.826, 6.059],
  "de_lowest_kj_mol": 580.3,
  "elements": ["Y", "C", "C", "C", "C", "C", "C", "C", "C", "C", "S", "C", "N", "H", "H", "H", "H", "H", "H", "H", "H", "O", "N", "O", "C", "C", "C", "C", "C", "C", "N", "C", "C", "N", "C", "C", "C", "C", "H", "H", "H", "H", "H", "H", "H", "C", "N", "C", "Se", "N", "C", "C", "C", "C", "C", "C", "H", "H", "H", "H", "H", "H", "H", "H", "N", "C", "C", "C", "C", "C", "C", "C", "H", "H", "H", "H", "O", "C", "C", "C", "C", "C", "S", "C", "C", "C", "C", "S", "C", "C", "C", "C", "S", "H", "H", "H", "H", "H", "H", "H", "H", "H"],
  "coordinates": [[0.299, -0.577, 0.316], [-2.872, -3.467, -1.021], [-2.746, -2.190, -0.207], [-4.772, -2.477, 1.321], [-3.968, -3.085, 2.509], [-2.638, -3.256, 2.772], [-2.308, -4.133, 3.826], [-1.095, -4.806, 3.843], [-0.149, -4.563, 2.823], [-0.337, -3.553, 1.831], [0.773, -3.130, 0.543], [-1.537, -2.879, 1.872], [-1.827, -1.865, 0.866], [-3.126, -4.245, -0.309], [-1.903, -3.725, -1.514], [-3.691, -3.526, -1.752], [-5.669, -1.907, 1.599], [-4.654, -3.492, 3.255], [-3.042, -4.234, 4.643], [-0.900, -5.588, 4.568], [0.760, -5.174, 2.846], [5.318, 3.322, 5.081], [5.380, 2.340, 4.401], [6.237, 1.491, 4.557], [4.383, 2.076, 3.336], [4.069, 3.143, 2.572], [3.094, 2.947, 1.499], [2.892, 3.951, 0.494], [2.034, 3.657, -0.546], [1.510, 2.353, -0.631], [1.758, 1.415, 0.248], [2.564, 1.703, 1.279], [2.826, 0.632, 2.273], [2.019, -0.419, 2.181], [2.259, -1.449, 2.970], [3.182, -1.388, 4.008], [3.895, -0.260, 4.248], [3.760, 0.804, 3.302], [4.377, 4.143, 2.885], [3.440, 4.984, 0.564], [1.956, 4.251, -1.439], [0.783, 2.217, -1.356], [1.616, -2.302, 2.759], [3.336, -2.223, 4.679], [4.508, -0.250, 5.070], [3.034, -2.548, -4.111], [2.967, -1.098, -3.995], [3.234, -0.406, -2.856], [3.652, -1.156, -1.228], [3.022, 0.902, -3.099], [2.507, 1.124, -4.383], [2.051, 2.217, -5.012], [1.435, 1.939, -6.275], [1.377, 0.698, -6.830], [1.993, -0.444, -6.235], [2.496, -0.189, -4.977], [3.762, -2.833, -4.850], [2.123, -3.020, -4.510], [3.285, -2.852, -3.114], [3.080, 1.613, -2.351], [2.169, 3.209, -4.697], [1.049, 2.804, -6.842], [0.867, 0.652, -7.750], [1.855, -1.457, -6.621], [-2.019, -1.862, -6.927], [-1.561, -1.425, -5.972], [-1.095, -1.062, -4.600], [-0.434, -2.084, -3.974], [-0.009, -1.854, -2.658], [-0.183, -0.643, -2.039], [-0.828, 0.377, -2.808], [-1.332, 0.167, -4.019], [-0.455, -3.071, -4.475], [0.355, -2.734, -2.119], [-0.967, 1.340, -2.282], [-1.893, 0.922, -4.530], [-0.562, 0.966, 1.651], [-1.843, 1.592, 1.595], [-1.723, 2.968, 0.904], [-0.656, 3.820, 0.985], [-1.010, 5.074, 0.384], [-2.320, 5.133, 0.052], [-3.113, 3.645, 0.296], [-2.333, 1.747, 3.013], [-1.652, 1.921, 4.166], [-2.534, 2.034, 5.314], [-3.866, 1.957, 4.973], [-4.052, 1.689, 3.279], [-2.751, 0.579, 0.808], [-2.861, -0.866, 1.256], [-3.923, -1.582, 0.379], [-4.538, -0.569, -0.493], [-3.812, 0.864, -0.425], [0.258, 3.606, 1.502], [-0.374, 5.955, 0.296], [-2.784, 5.931, -0.478], [-0.558, 1.856, 4.156], [-2.272, 2.274, 6.302], [-4.777, 2.088, 5.506], [-2.964, -0.927, 2.352], [-5.225, -3.233, 0.646], [-5.084, -1.011, -1.348]],
  "mulliken_charge": [-0.783, -1.788, -0.163, -1.177, -1.347, 1.166, -1.298, -0.715, -0.528, 0.510, -0.384, 0.346, 1.203, 0.462, 0.169, 0.355, 0.535, 0.323, 0.335, 0.422, 0.478, -0.579, 0.913, -0.548, 0.418, -1.172, 1.275, -1.111, -1.235, -1.177, 1.570, -0.548, -0.851, 0.919, 0.018, -1.054, -0.926, 1.077, 0.437, 0.253, 0.611, 0.572, -0.020, 0.482, 0.664, -0.830, 0.304, -0.410, -0.193, 0.122, 0.724, -1.283, -0.455, -0.732, -0.664, 0.734, 0.375, 0.291, 0.173, 0.197, 0.589, 0.353, 0.430, 0.418, -0.633, -0.497, 0.654, -0.674, -0.714, 2.075, -0.650, -0.328, 0.467, 0.180, -0.027, 0.644, -0.368, 3.618, -0.362, -0.738, -1.022, -0.759, -0.021, -0.599, -0.329, -0.936, -0.527, 0.001, -0.316, -1.292, 1.476, -1.021, -0.233, 0.762, 0.416, 0.520, 0.432, 0.477, 0.490, 0.792, 0.416, 0.372]
}

[2]
{
  "formula": "C50H36NO7",
  "method": "ωB97M-V/def2-TZVPD",
  "charge": 1,
  "e_lumo_ha": -0.1854,
  "homo_energy_ev": -10.78,
  "gap_ev": 5.730,
  "elements": ["C", "C", "C", "O", "C", "C", "C", "C", "C", "N", "H", "H", "H", "H", "H", "H", "H", "H", "H", "H", "H", "H", "C", "C", "C", "C", "C", "C", "C", "O", "C", "C", "C", "C", "C", "C", "C", "O", "H", "H", "H", "H", "H", "H", "H", "H", "C", "C", "C", "C", "C", "C", "C", "O", "C", "C", "C", "C", "C", "C", "C", "O", "H", "H", "H", "H", "H", "H", "H", "H", "C", "C", "C", "C", "C", "C", "C", "O", "C", "C", "C", "C", "C", "C", "C", "O", "H", "H", "H", "H", "H", "H", "H", "H"],
  "coordinates": [[-7.474, 5.643, 0.666], [-7.313, 4.126, 1.353], [-7.881, 4.045, 2.889], [-8.527, 2.774, 3.250], [-7.794, 1.605, 2.737], [-6.179, 1.323, 2.907], [-5.444, -0.041, 2.278], [-6.477, -1.087, 1.491], [-8.096, -0.729, 1.405], [-8.643, 0.549, 2.001], [-7.381, 5.446, -0.505], [-8.512, 6.109, 0.944], [-6.545, 6.275, 0.999], [-6.140, 3.939, 1.384], [-7.822, 3.391, 0.594], [-7.007, 4.333, 3.632], [-8.706, 4.895, 3.033], [-5.510, 2.138, 3.466], [-4.286, -0.235, 2.377], [-6.002, -2.048, 1.021], [-8.830, -1.489, 0.859], [-9.691, 0.706, 1.909], [1.566, -0.376, 6.437], [0.177, -0.353, 6.317], [-0.417, -0.441, 5.057], [0.381, -0.538, 3.911], [1.770, -0.536, 4.029], [2.365, -0.466, 5.295], [2.623, -0.589, 2.823], [3.843, -0.591, 2.926], [1.983, -0.631, 1.493], [2.779, -0.623, 0.340], [2.182, -0.676, -0.922], [0.794, -0.746, -1.035], [-0.001, -0.749, 0.112], [0.595, -0.681, 1.378], [-0.256, -0.648, 2.584], [-1.477, -0.706, 2.485], [2.029, -0.317, 7.419], [-0.445, -0.270, 7.206], [-1.502, -0.428, 4.972], [3.449, -0.478, 5.396], [3.863, -0.571, 0.420], [2.802, -0.664, -1.816], [0.330, -0.795, -2.018], [-1.084, -0.799, 0.015], [4.571, 4.930, -4.177], [4.255, 6.267, -4.418], [3.002, 6.765, -4.056], [2.057, 5.919, -3.463], [2.364, 4.577, -3.244], [3.629, 4.084, -3.592], [1.358, 3.665, -2.664], [1.628, 2.486, -2.469], [0.019, 4.191, -2.331], [-0.963, 3.324, -1.835], [-2.228, 3.816, -1.505], [-2.512, 5.173, -1.661], [-1.537, 6.037, -2.161], [-0.272, 5.543, -2.506], [0.741, 6.459, -3.067], [0.491, 7.650, -3.209], [5.551, 4.545, -4.451], [4.985, 6.924, -4.886], [2.765, 7.811, -4.243], [3.881, 3.040, -3.412], [-0.749, 2.264, -1.707], [-2.991, 3.141, -1.124], [-3.495, 5.558, -1.397], [-1.767, 7.094, -2.284], [4.774, -5.723, 2.149], [4.051, -4.632, 1.668], [3.679, -4.578, 0.324], [4.042, -5.614, -0.546], [4.786, -6.693, -0.070], [5.144, -6.753, 1.283], [5.218, -7.766, -0.989], [5.868, -8.716, -0.571], [4.861, -7.674, -2.419], [5.312, -8.655, -3.311], [4.968, -8.582, -4.663], [4.167, -7.538, -5.124], [3.720, -6.557, -4.238], [4.076, -6.620, -2.884], [3.629, -5.557, -1.962], [2.928, -4.637, -2.367], [5.056, -5.769, 3.199], [3.774, -3.823, 2.341], [3.110, -3.726, -0.043], [5.713, -7.599, 1.664], [5.936, -9.475, -2.959], [5.324, -9.342, -5.355], [3.892, -7.486, -6.175], [3.099, -5.742, -4.606]],
  "mulliken_charge": [-0.955, -0.266, -0.412, -0.347, 0.265, -0.262, -0.121, -0.458, -0.113, -0.072, 0.276, 0.349, 0.261, 0.215, 0.276, 0.240, 0.347, 0.327, 0.448, 0.340, 0.347, 0.324, -0.512, -0.524, -0.551, 0.272, 0.183, -0.556, 0.472, -0.679, 0.496, -0.703, -0.595, -0.677, -0.785, 0.596, 0.586, -0.761, 0.400, 0.395, 0.441, 0.475, 0.511, 0.566, 0.464, 0.461, -0.523, -0.466, -0.579, 0.291, 0.196, -0.490, 0.437, -0.659, 0.029, -0.382, -0.585, -0.379, -0.737, 0.385, 0.573, -0.677, 0.398, 0.395, 0.453, 0.467, 0.523, 0.446, 0.433, 0.458, -0.628, -0.299, -0.596, 0.104, 0.297, -0.613, 0.601, -0.671, 0.145, -0.539, -0.470, -0.460, -0.497, 0.162, 0.510, -0.705, 0.397, 0.449, 0.676, 0.460, 0.454, 0.397, 0.393, 0.443]
}

[3]
{
  "formula": "C50H37BaCl5N7O4PS2",
  "method": "ωB97M-V/def2-TZVPD",
  "charge": -2,
  "e_lumo_ha": 0.1301,
  "homo_energy_ev": -2.42,
  "gap_ev": 5.962,
  "de_lowest_kj_mol": 34.6,
  "elements": ["Ba", "C", "C", "N", "N", "C", "S", "S", "C", "C", "C", "C", "C", "C", "C", "C", "C", "C", "C", "C", "C", "O", "H", "H", "H", "H", "H", "H", "H", "H", "H", "H", "H", "H", "H", "H", "Cl", "C", "C", "C", "Cl", "C", "Cl", "C", "Cl", "C", "Cl", "N", "C", "O", "C", "C", "C", "N", "C", "C", "H", "H", "H", "H", "H", "H", "O", "P", "C", "C", "C", "C", "C", "C", "C", "C", "C", "C", "C", "C", "C", "C", "C", "C", "C", "C", "H", "H", "H", "H", "H", "H", "H", "H", "H", "H", "H", "H", "H", "H", "H", "N", "C", "O", "C", "C", "N", "C", "N", "H", "H"],
  "coordinates": [[0.140, -0.352, 0.972], [-2.104, 3.992, 2.402], [-1.301, 2.712, 2.458], [-1.616, 1.679, 1.743], [-2.810, 1.900, 1.057], [-3.223, 1.082, 0.180], [-2.680, -0.400, -0.537], [-4.749, 1.582, -0.622], [-5.011, 3.278, -0.021], [-4.358, 4.343, -0.849], [-5.015, 5.547, -1.064], [-4.418, 6.566, -1.779], [-3.144, 6.398, -2.290], [-2.478, 5.201, -2.087], [-3.081, 4.180, -1.382], [-0.173, 2.722, 3.400], [-0.247, 3.603, 4.483], [0.745, 3.702, 5.439], [1.882, 2.916, 5.313], [2.004, 2.042, 4.268], [0.988, 1.887, 3.294], [1.128, 1.044, 2.360], [-2.536, 4.125, 1.417], [-1.472, 4.842, 2.636], [-2.922, 3.964, 3.119], [-4.628, 3.306, 1.006], [-6.090, 3.455, 0.008], [-6.010, 5.687, -0.661], [-4.950, 7.496, -1.935], [-2.669, 7.195, -2.842], [-1.476, 5.059, -2.468], [-2.558, 3.255, -1.230], [-1.127, 4.219, 4.600], [0.632, 4.382, 6.273], [2.681, 2.990, 6.046], [2.882, 1.428, 4.154], [4.131, -1.108, -0.344], [3.517, 0.401, -1.036], [2.269, 0.820, -0.661], [1.934, 2.064, -1.134], [0.369, 2.746, -0.665], [2.745, 2.853, -1.923], [2.293, 4.448, -2.396], [3.970, 2.338, -2.330], [4.990, 3.245, -3.390], [4.364, 1.085, -1.890], [5.878, 0.438, -2.426], [4.566, -5.597, 4.893], [4.479, -4.263, 5.154], [5.111, -3.754, 6.054], [3.562, -3.509, 4.251], [2.901, -2.384, 4.726], [2.022, -1.721, 3.876], [1.793, -2.103, 2.640], [2.436, -3.157, 2.181], [3.323, -3.903, 2.934], [5.092, -6.156, 5.548], [3.875, -6.045, 4.313], [3.037, -2.049, 5.738], [1.472, -0.858, 4.212], [2.227, -3.421, 1.157], [3.835, -4.742, 2.490], [0.390, -1.867, -1.004], [0.384, -1.880, -2.469], [1.680, -2.966, -3.117], [2.521, -3.582, -2.208], [3.505, -4.447, -2.649], [3.640, -4.704, -4.001], [2.787, -4.098, -4.912], [1.810, -3.234, -4.472], [-1.159, -2.622, -3.053], [-1.792, -3.512, -2.199], [-2.956, -4.140, -2.596], [-3.488, -3.883, -3.846], [-2.860, -2.990, -4.697], [-1.699, -2.358, -4.299], [0.515, -0.310, -3.334], [-0.582, 0.538, -3.286], [-0.579, 1.709, -4.014], [0.512, 2.036, -4.797], [1.616, 1.199, -4.836], [1.622, 0.026, -4.098], [2.408, -3.358, -1.158], [4.170, -4.908, -1.937], [4.412, -5.372, -4.349], [2.890, -4.300, -5.968], [1.145, -2.765, -5.184], [-1.390, -3.671, -1.212], [-3.458, -4.811, -1.919], [-4.406, -4.362, -4.151], [-3.287, -2.768, -5.664], [-1.226, -1.634, -4.953], [-1.431, 0.282, -2.668], [-1.429, 2.370, -3.955], [0.517, 2.959, -5.358], [2.484, 1.471, -5.416], [2.495, -0.617, -4.117], [-3.322, -2.103, 2.382], [-2.217, -1.815, 3.149], [-1.180, -1.445, 2.576], [-2.322, -1.998, 4.553], [-3.529, -2.364, 5.110], [-4.564, -2.675, 5.527], [-1.221, -1.909, 5.380], [-0.317, -1.897, 6.100], [-4.216, -2.198, 2.835], [-3.301, -1.716, 1.448]],
  "mulliken_charge": [3.104, -1.599, 0.373, 0.311, -0.753, 0.474, -0.566, -0.205, -0.777, 0.625, -0.605, -0.506, -0.553, -0.700, 0.493, 0.409, -0.855, -0.895, -0.516, -0.547, -0.005, -0.376, 0.041, 0.558, 0.265, 0.167, 0.475, 0.336, 0.334, 0.385, 0.495, -0.055, 0.380, 0.366, 0.367, 0.437, -0.234, 0.211, -0.965, 1.047, 0.072, -0.574, -0.224, 0.718, -0.245, -0.635, -0.237, -0.379, 0.181, -0.626, 1.057, -1.259, -0.857, 0.618, -0.537, -1.004, 0.230, 0.201, 0.463, 1.040, 0.249, 0.452, -0.239, 0.615, 0.035, -0.091, -0.682, -0.476, -0.768, -0.229, 0.863, -0.672, -0.665, -0.517, -0.730, -0.326, 1.179, -0.469, -0.715, -0.806, -0.752, -0.587, 0.072, 0.449, 0.384, 0.405, 0.389, 0.347, 0.427, 0.375, 0.411, 0.343, 0.236, 0.473, 0.361, 0.395, 0.481, -0.297, 0.505, -0.378, 0.227, -0.278, -0.720, 0.242, -0.717, 0.208, 0.045]
}